CH3FO2 | ωB97M-V/def2-TZVPD

Properties
energy above the lowest of the compared OMol25 structures with the same formula, charge and spin = 157.5 kcal/mol
net charge = 0
maximum force = 4.86 eV/Å
HOMO level (spin up / spin down) = -8.02 / -10.82 eV
total energy = -290.00467 a.u.

Each atom is followed by the atoms it is bonded to, with distances in Å.
CARTESIAN COORDINATES (ANGSTROEM)
1 C 1.342 -0.449 0.009  F4 1.301, H5 0.977, H6 1.024
2 O -1.768 0.766 -0.285  O3 1.351, H7 0.976
3 O -1.275 -0.459 0.001  O2 1.351
4 F 1.464 0.823 -0.234  C1 1.301
5 H 1.457 -0.738 0.936  C1 0.977
6 H 1.167 -0.993 -0.841  C1 1.024
7 H -2.387 1.049 0.414  O2 0.976